[1]
# C4H11O

A 2-piece molecular cluster, C4H11O overall in a non-equilibrium geometry (ωB97M-V with the def2-TZVPD basis set, OMol25).

As for the orbital gap (alpha / beta): 11.952 / 8.811 eV. The calculation puts the LUMO energy (alpha / beta) at 1.03 / -1.49 eV. The value obtained for the HOMO energy (alpha / beta) is -10.9 / -10.3 eV. For the energy relative to the best compared isomer or geometry (same formula, charge and spin), the calculation gives 0.6 kcal/mol. The total energy comes out at -6371.275 eV. As for the multiplicity: 2.

Last column: Mulliken spin population.
Positions of all 16 atoms, in Å:
C1 1.863 1.250 1.591  -0.0233
O1 2.112 0.989 0.295  0.8636
H1 2.099 0.484 2.337  -0.0041
H2 0.782 1.438 1.753  0.0913
H3 2.286 2.228 1.863  0.0616
C2 -0.349 -1.272 0.058  0.0053
C3 -1.600 -0.462 -0.256  0.0001
C4 -1.884 -0.477 -1.750  0.0002
H4 0.531 -0.666 -0.167  0.0036
H5 -0.179 -1.585 1.089  0.0006
H6 -0.299 -2.164 -0.570  0.0001
H7 -2.483 -0.849 0.260  0.0008
H8 -1.495 0.561 0.087  0.0003
H9 -2.593 0.277 -2.059  0.0000
H10 -2.234 -1.453 -2.092  0.0000
H11 -0.995 -0.280 -2.348  0.0000



[2]
# C4H5N3

The molecule C4H5N3 in a non-equilibrium geometry (ωB97M-V with the def2-TZVPD basis set, OMol25).

As for the orbital gap: 10.904 eV. The calculation puts the LUMO energy at 0.58 eV. The value obtained for the HOMO energy is -10.3 eV. For the energy relative to the best compared isomer or geometry (same formula, charge and spin), the calculation gives 46.2 kcal/mol. The total energy comes out at -8697.808 eV. As for the multiplicity: 1.

Last column: Löwdin charge in e.
Positions of all 12 atoms, in Å:
C1 -1.676 0.024 0.066  -0.0988
N1 -0.416 -0.111 -0.661  -0.0852
C2 0.771 -0.298 0.134  -0.3564
C3 1.836 -0.846 -0.734  -0.1599
N2 2.604 -1.325 -1.454  0.1696
C4 1.208 0.927 0.858  -0.1591
N3 1.417 1.914 1.424  0.1649
H1 -1.548 -0.302 1.102  0.0836
H2 -2.432 -0.618 -0.397  0.0789
H3 -2.050 1.055 0.093  0.0847
H4 -0.272 0.639 -1.326  0.1240
H5 0.559 -1.059 0.895  0.1536



[3]
# C2H4N4

The molecule C2H4N4 in a non-equilibrium geometry (ωB97M-V with the def2-TZVPD basis set, OMol25).

As for the orbital gap (alpha / beta): 8.643 / 8.358 eV. The calculation puts the LUMO energy (alpha / beta) at -0.32 / -0.76 eV. The value obtained for the HOMO energy (alpha / beta) is -9.0 / -9.1 eV. For the energy relative to the best compared isomer or geometry (same formula, charge and spin), the calculation gives 98.0 kcal/mol. The total energy comes out at -8095.063 eV. As for the multiplicity: 1.

Last column: Löwdin charge in e.
Positions of all 10 atoms, in Å:
N1 -1.076 1.532 0.375  0.0866
C1 -0.010 0.609 0.282  -0.5226
N2 1.221 0.822 0.165  0.1950
N3 1.633 -1.238 -0.473  0.0642
N4 0.446 -1.652 -0.241  -0.0899
C2 -0.390 -0.867 0.326  -0.1061
H1 -1.860 1.251 -0.211  0.0886
H2 -0.788 2.476 0.132  0.0876
H3 1.973 -1.693 -1.355  0.0949
H4 -1.149 -1.242 0.999  0.1017



[4]
# H22O11

H22O11 as an isolated structure in a non-equilibrium geometry (ωB97M-V with the def2-TZVPD basis set, OMol25).

As for the orbital gap: 9.604 eV. The calculation puts the LUMO energy at -0.01 eV. The value obtained for the HOMO energy is -9.6 eV. For the energy relative to the best compared isomer or geometry (same formula, charge and spin), the calculation gives 163.8 kcal/mol. The total energy comes out at -22874.412 eV. As for the multiplicity: 1.

Last column: Löwdin charge in e.
Positions of all 33 atoms, in Å:
O1 49.312 0.148 -0.582  -0.1261
H1 49.994 -0.604 -0.741  0.1290
H2 49.491 0.765 0.108  -0.0249
O2 46.642 0.604 0.313  -0.0668
H3 45.917 0.293 0.974  0.0872
H4 46.438 0.292 -0.506  -0.1870
O3 49.249 0.106 1.344  -0.0922
H5 48.309 0.026 1.275  0.0115
H6 49.307 1.133 1.590  0.1620
O4 46.668 3.224 -0.053  -0.0885
H7 46.075 3.069 -0.766  -0.0084
H8 46.753 2.229 0.116  -0.0015
O5 47.556 -2.429 -1.094  -0.0214
H9 47.651 -3.094 -1.824  0.0975
H10 48.451 -2.136 -1.057  0.0177
O6 45.811 -0.334 -1.445  -0.0078
H11 46.138 0.272 -2.045  -0.0309
H12 46.450 -1.091 -1.564  0.0692
O7 47.515 0.874 -2.464  -0.0410
H13 47.245 1.759 -2.107  0.0807
H14 48.299 0.667 -1.959  0.0088
O8 42.699 0.385 0.080  0.0217
H15 42.736 1.234 0.132  -0.0557
H16 43.246 0.108 0.801  -0.0445
O9 46.660 0.654 4.125  -0.0457
H17 45.916 0.172 3.806  -0.0186
H18 47.408 0.119 3.759  0.0560
O10 44.141 -1.700 0.762  0.0037
H19 43.297 -2.038 0.593  0.0563
H20 44.280 -1.135 0.010  0.0278
O11 44.380 0.570 1.868  -0.0743
H21 44.278 0.521 2.851  0.1005
H22 44.301 -0.396 1.689  0.0057



[5]
# C8H8N

An isolated ion of composition C8H8N and charge +1 in a non-equilibrium geometry (ωB97M-V with the def2-TZVPD basis set, OMol25).

As for the total charge: +1. As for the orbital gap: 7.512 eV. The calculation puts the LUMO energy at -5.74 eV. The value obtained for the HOMO energy is -13.3 eV. For the energy relative to the best compared isomer or geometry (same formula, charge and spin), the calculation gives 44.8 kcal/mol. The total energy comes out at -9903.371 eV. As for the multiplicity: 1.

Last column: Löwdin charge in e.
Positions of all 17 atoms, in Å:
C1 -1.150 -1.135 -1.042  -0.0516
C2 -0.850 -1.976 0.116  -0.0539
C3 -0.662 -0.052 -1.692  -0.0233
C4 -0.081 -0.261 1.773  -0.1051
C5 0.563 0.798 -1.619  -0.0107
C6 0.724 1.730 0.508  0.0123
C7 -0.431 -1.391 1.272  0.0561
C8 1.073 0.700 1.524  -0.0911
N1 0.912 1.627 -0.747  0.1712
H1 -1.855 -1.787 -1.774  0.1702
H2 -0.976 -2.997 -0.155  0.0992
H3 -1.041 0.081 -2.640  0.0813
H4 -0.670 -0.025 2.685  0.1394
H5 0.993 0.912 -2.589  0.1370
H6 0.293 2.715 0.730  0.1668
H7 1.299 1.056 2.552  0.1412
H8 1.859 0.006 1.098  0.1610



[6]
# C2H2Cl3P

A 2-piece molecular cluster, C2H2Cl3P overall in a non-equilibrium geometry (ωB97M-V with the def2-TZVPD basis set, OMol25).

As for the orbital gap (alpha / beta): 8.153 / 7.370 eV. The calculation puts the LUMO energy (alpha / beta) at -1.46 / -1.39 eV. The value obtained for the HOMO energy (alpha / beta) is -9.6 / -8.8 eV. For the energy relative to the best compared isomer or geometry (same formula, charge and spin), the calculation gives 109.3 kcal/mol. The total energy comes out at -48958.479 eV. As for the multiplicity: 1.

Last column: Löwdin charge in e.
Positions of all 8 atoms, in Å:
C1 1.410 1.317 0.080  -0.5422
C2 2.481 0.584 0.263  -0.7181
P1 -2.784 -0.495 -0.856  0.3039
Cl1 -0.263 0.978 -0.115  0.5273
Cl2 -3.834 -0.601 0.937  -0.0313
Cl3 2.453 -1.133 0.235  0.6065
H1 3.296 1.223 0.599  0.0687
H2 -2.759 -1.872 -1.143  -0.2147



[7]
# C12H21N6PdSSi

C12H21N6PdSSi as an isolated structure in a non-equilibrium geometry (ωB97M-V with the def2-TZVPD basis set, OMol25).

As for the total charge: +1. As for the orbital gap (alpha / beta): 6.856 / 6.857 eV. The calculation puts the LUMO energy (alpha / beta) at -4.57 / -4.57 eV. The value obtained for the HOMO energy (alpha / beta) is -11.4 / -11.4 eV. For the energy relative to the best compared isomer or geometry (same formula, charge and spin), the calculation gives 15.6 kcal/mol. The total energy comes out at -43912.733 eV. As for the multiplicity: 1.

Last column: Löwdin charge in e.
Positions of all 42 atoms, in Å:
Pd1 0.959 0.778 0.009  0.6682
C1 -1.071 2.229 -3.102  -0.0186
C2 -1.777 1.634 -1.916  -0.3051
C3 -3.155 1.579 -1.829  -0.0261
C4 -3.748 1.039 -0.691  -0.0351
C5 -2.974 0.570 0.353  -0.0054
C6 -1.600 0.666 0.194  -0.4521
N1 -1.033 1.156 -0.906  0.0690
N2 -0.620 0.303 1.100  -0.1192
Si1 -0.276 1.203 2.599  0.3727
C7 -1.427 0.679 3.938  -0.1612
C8 -0.369 3.005 2.147  -0.1691
C9 1.494 0.796 3.014  -0.1972
H1 -1.401 1.764 -4.031  0.0881
H2 0.004 2.107 -3.001  0.0682
H3 -1.288 3.295 -3.176  0.0928
H4 -3.756 1.954 -2.645  0.1210
H5 -4.828 0.991 -0.618  0.1197
H6 -3.399 0.151 1.255  0.1179
H7 -2.462 0.948 3.706  0.0337
H8 -1.155 1.162 4.882  0.0457
H9 -1.374 -0.404 4.079  0.0427
H10 -1.372 3.302 1.826  0.0399
H11 0.317 3.208 1.323  0.0178
H12 -0.074 3.651 2.980  0.0450
H13 1.748 -0.246 2.814  0.0272
H14 1.665 0.978 4.081  0.0471
H15 2.191 1.435 2.475  0.0102
C10 1.553 -4.557 -2.156  0.0079
C11 2.422 -3.538 -1.519  -0.3090
N3 3.589 -3.742 -1.000  0.1514
N4 3.968 -2.511 -0.545  0.0401
C12 3.074 -1.550 -0.743  -0.7320
S1 3.258 0.086 -0.303  0.6155
N5 2.073 -2.202 -1.383  -0.0900
N6 0.891 -1.585 -1.768  0.1091
H16 2.073 -5.511 -2.148  0.0957
H17 1.326 -4.286 -3.188  0.0933
H18 0.613 -4.670 -1.611  0.0911
H19 4.864 -2.394 -0.100  0.1658
H20 0.116 -2.229 -1.676  0.1075
H21 0.964 -1.244 -2.719  0.1154



[8]
# IOV

IOV as an isolated structure in a non-equilibrium geometry (ωB97M-V with the def2-TZVPD basis set, OMol25).

As for the total charge: +1. As for the orbital gap (alpha / beta): 5.806 / 7.649 eV. The calculation puts the LUMO energy (alpha / beta) at -8.84 / -7.32 eV. The value obtained for the HOMO energy (alpha / beta) is -14.6 / -15.0 eV. For the energy relative to the best compared isomer or geometry (same formula, charge and spin), the calculation gives 0.0 kcal/mol. The total energy comes out at -35826.033 eV. As for the multiplicity: 2.

Last column: Mulliken spin population.
Positions of all 3 atoms, in Å:
O1 -1.545 -0.192 -0.550  -0.2710
V1 -0.053 0.113 -0.841  1.6460
I1 1.598 0.079 1.391  -0.3749